Formula: C24H37ClN2O2
Source: the OMol25 dataset
Level of theory: ωB97M-V/def2-TZVPD

Results
- Energy above the lowest of the compared OMol25 structures with the same formula, charge and spin: 0.0 kJ/mol
- SMILES: CCc1c(CCCCCCCCCCOC)c([C@H](Cl)CC)cc2nc(O)cnc12
- Largest force on an atom: 1.2 eV/Å
- HOMO energy: -8.592 eV
- Orbital gap: 8.6 eV
- LUMO: 0.0 eV
- Electronic energy: -45086.1438 eV

```
66
C24H37ClN2O2 ωB97M-V/def2-TZVPD
H -0.842 -2.440 0.109
H 1.630 1.702 1.967
C 3.156 -0.057 3.342
C -0.053 -0.666 -0.798
H 4.858 -1.235 2.931
C 2.357 -2.615 1.076
C -3.762 0.096 -0.205
H -1.789 -1.779 -4.856
H 3.935 2.705 -2.042
H -0.428 0.763 2.674
H 3.461 -0.250 4.369
H 2.677 3.092 1.938
H -1.521 0.394 -4.327
C 2.673 2.007 1.886
H 0.499 0.114 -0.285
H -5.476 0.461 -5.034
C -1.927 -0.180 1.494
H -1.991 2.311 3.371
H 2.246 -3.684 0.916
N -3.810 0.161 -3.875
H 2.073 -0.166 3.330
C -2.433 -0.129 0.068
C -3.365 0.075 -2.581
H -2.809 2.372 1.778
C 3.488 1.405 3.038
O -7.266 0.732 -3.235
H 3.238 1.984 3.923
H -0.492 1.365 0.991
H -1.285 3.164 2.001
H 3.973 -3.210 2.343
C 3.155 1.574 0.513
C -4.260 0.189 -1.517
C -1.977 -0.144 -2.329
H 0.467 -2.489 2.020
H -1.214 -2.407 -3.341
H 0.436 -0.766 -1.752
H -0.068 -1.848 -4.605
H 4.545 1.533 2.815
O 2.607 2.425 -0.480
H 1.101 -0.949 1.536
C -1.501 -0.291 -1.022
C -5.077 0.374 -4.035
C 0.150 -2.048 -0.089
C 3.884 -1.081 2.472
Cl -3.276 -0.289 2.700
H 4.087 -0.726 1.465
H 2.279 2.231 -2.496
C -1.069 1.049 1.847
H -1.399 -1.100 1.679
H -7.637 1.176 -2.463
H -4.464 0.221 0.599
H 3.390 1.052 -1.832
H 4.248 1.612 0.484
H -0.123 0.184 -3.353
H 2.937 -2.157 0.278
C -5.963 0.502 -2.937
H 2.797 0.560 0.322
H 2.584 -2.639 3.242
C -1.012 -1.662 -4.104
C 0.981 -1.976 1.207
H 0.671 -2.712 -0.770
C 3.195 -2.451 2.361
C -1.101 -0.232 -3.549
C -1.862 2.291 2.298
N -5.601 0.406 -1.702
C 3.074 2.094 -1.770
```